1.
Molecular formula: C2H4NO3
Method: DFT, the ωB97M-V functional and the def2-TZVPD basis

The HOMO energy (spin up / spin down) comes out at -15.702 / -15.704 eV. The net charge is +1. For the relative energy (zero: lowest compared OMol25 entry of this formula, charge and spin), the calculation gives 43.0 kJ/mol. As for the gap between HOMO and LUMO (spin up / spin down): 0.3168 / 0.3168 hartree.

Positions of all 10 atoms, in Å:
C: -0.9853 0.4998 0.1269
C: 1.8824 -0.9463 -0.3005
N: -2.0820 0.6772 -0.4341
O: -0.2920 1.0351 1.1488
O: -2.9887 0.4524 -1.1265
O: 0.7155 -1.3235 -0.4699
H: -0.1814 -0.2084 -0.5764
H: 2.7893 -1.5652 -0.3483
H: 1.9632 0.0714 0.0531
H: -0.8208 1.3075 1.9269


2.
Molecular formula: C19H17Cl3FN4O5PbSSi
Method: DFT, the ωB97M-V functional and the def2-TZVPD basis

The HOMO energy (spin up / spin down) comes out at -1.918 / -1.571 eV. As for the spin multiplicity: 2. The expectation value of S² is 0.7581. The net charge is -2. For the relative energy (zero: lowest compared OMol25 entry of this formula, charge and spin), the calculation gives 0.0 kJ/mol. As for the gap between HOMO and LUMO (spin up / spin down): 0.2274 / 0.2146 hartree.

Positions of all 52 atoms, in Å:
Pb: -1.0423 -0.0392 -0.1732
O: 1.1609 0.3864 -1.2246
N: 1.3045 0.6396 -2.4976
C: 2.3556 1.4061 -2.8657
C: 2.5914 1.7218 -4.1789
C: 1.7121 1.2414 -5.1482
C: 0.6426 0.4757 -4.7547
C: 0.4086 0.1506 -3.4073
S: -0.9122 -0.8157 -2.9010
H: 2.9574 1.7485 -2.0374
H: 3.4409 2.3430 -4.4228
H: 1.8596 1.4742 -6.1955
H: -0.0682 0.0917 -5.4725
C: -2.2526 -4.2263 -1.1840
C: -3.5559 -3.8744 -0.5317
C: -4.5966 -4.7796 -0.4417
C: -5.8135 -4.4629 0.1574
C: -5.9743 -3.1844 0.6840
C: -4.9661 -2.2410 0.6306
C: -5.1256 -0.8641 1.1994
C: -3.7171 -2.5707 0.0243
N: -2.7437 -1.6667 -0.0231
H: -2.3567 -5.1167 -1.8082
H: -1.4710 -4.4203 -0.4465
H: -1.8906 -3.4027 -1.8048
H: -4.4489 -5.7681 -0.8691
H: -6.6110 -5.1932 0.2165
H: -6.9142 -2.9063 1.1543
H: -6.1212 -0.7243 1.6259
H: -4.9644 -0.0983 0.4346
H: -4.3802 -0.6753 1.9784
Cl: 1.4412 -3.4671 -0.5249
Si: 0.5609 -2.1537 0.8862
Cl: 2.2506 -1.6436 2.0838
Cl: -0.4387 -3.5002 2.1889
F: 4.2181 4.4053 5.2458
C: 4.2802 4.0113 3.9565
C: 3.2903 3.2906 3.4040
N: 3.3235 2.8469 2.1125
C: 2.1331 2.1504 1.6016
C: 0.8433 3.0115 1.7236
O: 0.9616 4.1184 2.2779
O: -0.1888 2.4482 1.2953
C: 4.3491 3.2036 1.2789
O: 4.4317 2.9158 0.0990
N: 5.3583 3.9397 1.8877
C: 5.4367 4.4065 3.1926
O: 6.3920 5.0607 3.5773
H: 2.4105 3.0212 3.9675
H: 2.0072 1.2355 2.1781
H: 2.3097 1.8600 0.5707
H: 6.1221 4.1903 1.2799


3.
Molecular formula: C3H9N2
Method: DFT, the ωB97M-V functional and the def2-TZVPD basis

The HOMO energy comes out at -12.714 eV. Its structure (SMILES) is C/C([NH3+])=C\N. The net charge is +1. For the relative energy (zero: lowest compared OMol25 entry of this formula, charge and spin), the calculation gives 105.2 kJ/mol. As for the gap between HOMO and LUMO: 0.3358 hartree.

Positions of all 14 atoms, in Å:
C: -0.4637 -0.3477 1.3284
C: -0.1223 -0.2074 -0.1010
N: -1.0843 -0.9184 -0.9863
C: 0.8063 0.5678 -0.6835
N: 1.7108 1.2918 0.0009
H: -0.3729 -1.4179 1.5500
H: -1.4169 0.0509 1.6955
H: 0.2001 0.1099 2.0659
H: -1.7490 -0.2355 -1.3741
H: -1.7500 -1.5373 -0.5032
H: -0.6481 -1.3922 -1.7796
H: 0.9204 0.5846 -1.7589
H: 1.6891 1.4624 1.0051
H: 2.2804 1.9891 -0.4592


4.
Molecular formula: C46H54CsO5PSSe
Method: DFT, the ωB97M-V functional and the def2-TZVPD basis

The HOMO energy comes out at -1.666 eV. The net charge is -2. For the relative energy (zero: lowest compared OMol25 entry of this formula, charge and spin), the calculation gives 48.7 kJ/mol. As for the gap between HOMO and LUMO: 0.2019 hartree.

Positions of all 109 atoms, in Å:
Cs: 0.6906 0.6372 0.1087
C: 3.4790 -3.7634 7.0962
C: 1.9743 -3.6720 6.8009
C: 1.2389 -3.2928 8.0944
C: 1.4928 -5.0597 6.3737
C: 1.7194 -2.6243 5.7193
C: 1.1844 -2.9140 4.4709
C: 1.0114 -1.9412 3.4966
Se: 0.3081 -2.5559 1.7945
C: 1.8721 -3.3048 0.9103
C: 2.5239 -4.3401 1.5670
C: 3.6431 -4.9691 1.0462
C: 4.0366 -4.5664 -0.2360
C: 3.3979 -3.5806 -0.9614
C: 2.3271 -2.8065 -0.3553
O: 1.8824 -1.7507 -0.9188
C: 3.8971 -3.1799 -2.3561
C: 4.6353 -1.8346 -2.2613
C: 4.8679 -4.2139 -2.9333
C: 2.7393 -3.0507 -3.3604
C: 4.4232 -6.0522 1.7895
C: 5.8830 -5.6101 1.9727
C: 3.8406 -6.3195 3.1787
C: 4.3989 -7.3680 0.9990
C: 1.3107 -0.5481 3.7150
O: 1.1312 0.3472 2.8308
C: 1.8404 -0.2577 5.0334
C: 2.0411 -1.2837 5.9404
C: 2.2811 1.1550 5.4776
C: 1.6992 1.4837 6.8646
C: 1.8462 2.2971 4.5511
C: 3.8153 1.1894 5.5673
H: 3.6800 -4.5055 7.8773
H: 3.8715 -2.8003 7.4286
H: 4.0231 -4.0506 6.1940
H: 1.4219 -4.0397 8.8754
H: 0.1634 -3.2325 7.9140
H: 1.5666 -2.3219 8.4700
H: 1.6801 -5.7772 7.1786
H: 2.0183 -5.4056 5.4817
H: 0.4223 -5.0572 6.1584
H: 0.8832 -3.9235 4.2219
H: 2.1337 -4.6338 2.5328
H: 4.8819 -5.0797 -0.6835
H: 5.4993 -1.9199 -1.5968
H: 3.9559 -1.0834 -1.8582
H: 4.9808 -1.5116 -3.2503
H: 5.7910 -4.2826 -2.3521
H: 5.1432 -3.9193 -3.9502
H: 4.4115 -5.2068 -2.9726
H: 2.0591 -2.2585 -3.0646
H: 2.1771 -3.9882 -3.4140
H: 3.1489 -2.8435 -4.3563
H: 5.9243 -4.6812 2.5448
H: 6.3641 -5.4291 1.0096
H: 6.4573 -6.3766 2.5053
H: 3.8556 -5.4163 3.7924
H: 4.4315 -7.0892 3.6848
H: 2.8076 -6.6688 3.1170
H: 4.8313 -7.2420 0.0046
H: 3.3702 -7.7124 0.8724
H: 4.9668 -8.1455 1.5229
H: 2.4840 -1.0303 6.9000
H: 0.6077 1.4563 6.8304
H: 2.0092 2.4899 7.1656
H: 2.0277 0.7895 7.6388
H: 0.7670 2.3088 4.4047
H: 2.2973 2.2229 3.5667
H: 2.1506 3.2422 5.0186
H: 4.1880 0.4449 6.2752
H: 4.1608 2.1786 5.8883
H: 4.2502 0.9706 4.5900
O: 0.1048 5.1762 -0.4829
S: -0.0553 3.8609 -1.0766
O: 1.2022 3.1766 -1.3551
O: -1.0073 3.0077 -0.3821
C: -0.7591 4.2270 -2.7006
C: -1.2642 5.5163 -2.8719
C: -1.7936 5.9081 -4.0901
C: -1.8116 5.0145 -5.1523
C: -1.3117 3.7363 -4.9805
C: -0.7844 3.3124 -3.7610
P: -0.1203 1.5923 -3.5391
C: -1.1142 0.7111 -4.8170
C: -2.5055 0.8525 -4.8013
C: -3.3097 0.0854 -5.6268
C: -2.7404 -0.8572 -6.4766
C: -1.3649 -1.0274 -6.4814
C: -0.5598 -0.2517 -5.6552
C: 1.5193 1.7367 -4.3777
C: 1.6890 2.1200 -5.7056
C: 2.9537 2.1763 -6.2709
C: 4.0693 1.8458 -5.5087
C: 3.9132 1.4695 -4.1829
C: 2.6447 1.4182 -3.6236
H: -1.2139 6.1946 -2.0325
H: -2.1848 6.9110 -4.2154
H: -2.2152 5.3168 -6.1117
H: -1.3473 3.0506 -5.8185
H: -2.9556 1.5773 -4.1324
H: -4.3851 0.2137 -5.6027
H: -3.3675 -1.4631 -7.1192
H: -0.9157 -1.7742 -7.1248
H: 0.5120 -0.4067 -5.6557
H: 0.8262 2.3722 -6.3111
H: 3.0706 2.4751 -7.3059
H: 5.0578 1.8841 -5.9508
H: 4.7769 1.2110 -3.5840
H: 2.5131 1.1559 -2.5834


5.
Molecular formula: C3H8NOS
Method: DFT, the ωB97M-V functional and the def2-TZVPD basis

The HOMO energy comes out at -14.450 eV. Its structure (SMILES) is C[C@]([NH3+])(S)C=O. The net charge is +1. For the relative energy (zero: lowest compared OMol25 entry of this formula, charge and spin), the calculation gives 108.8 kJ/mol. As for the gap between HOMO and LUMO: 0.3886 hartree.

Positions of all 14 atoms, in Å:
C: -0.0597 -1.3583 -0.6106
C: 0.0148 -0.0937 0.2514
N: 0.8354 1.1288 -0.5147
S: 0.6835 -0.2071 1.9298
C: -1.2876 0.7208 0.4036
O: -1.2670 1.8856 0.2571
H: -0.7412 -1.1401 -1.4735
H: 0.9066 -1.4149 -1.2070
H: -0.2257 -2.2349 -0.0121
H: 1.4485 1.5530 0.2027
H: 1.3120 0.7025 -1.2983
H: 0.0442 1.7040 -0.9280
H: 0.5301 -1.5128 2.0760
H: -2.1939 0.2672 0.9237


6.
Molecular formula: C4H9N2S
Method: DFT, the ωB97M-V functional and the def2-TZVPD basis

The HOMO energy comes out at -12.888 eV. Its structure (SMILES) is C=C(C)S/[NH+]=C/N. The net charge is +1. For the relative energy (zero: lowest compared OMol25 entry of this formula, charge and spin), the calculation gives 269.9 kJ/mol. As for the gap between HOMO and LUMO: 0.3490 hartree.

Positions of all 16 atoms, in Å:
C: 2.1706 0.9029 -0.6453
C: 1.4199 -0.0418 -0.1339
C: 1.6389 -0.6577 1.1926
S: -0.0078 -0.6971 -1.1786
N: -1.0770 -0.8360 0.1019
C: -2.2852 -0.5050 -0.1009
N: -3.3333 -0.5271 0.6919
H: 1.9366 1.4687 -1.5734
H: 2.9502 1.5100 -0.1803
H: 2.6982 -0.9728 1.3668
H: 1.2927 0.0605 1.9427
H: 0.8421 -1.4478 1.4821
H: -0.5100 -1.3316 0.9347
H: -2.5930 -0.2103 -1.1293
H: -4.2277 -0.1277 0.3947
H: -3.2577 -0.6694 1.7369


7.
Molecular formula: C5H16O2S
Method: DFT, the ωB97M-V functional and the def2-TZVPD basis

The HOMO energy comes out at -8.297 eV. Its structure (SMILES) is CCCCSC.O.O. The net charge is 0. For the relative energy (zero: lowest compared OMol25 entry of this formula, charge and spin), the calculation gives 91.0 kJ/mol. As for the gap between HOMO and LUMO: 0.3204 hartree.

Positions of all 24 atoms, in Å:
C: 0.7339 -0.6842 3.4688
C: 0.9923 -0.1486 2.0710
C: -0.0340 0.7732 1.3788
C: -1.4150 0.2034 1.2940
S: -1.6961 -0.9698 -0.1277
C: -1.1907 -0.0064 -1.5454
H: -0.2615 -1.1393 3.5849
H: 1.4603 -1.4359 3.7369
H: 0.6784 0.1640 4.1608
H: 1.0831 -0.9946 1.3751
H: 2.0016 0.2677 2.0770
H: 0.4061 0.9339 0.3882
H: -0.1015 1.7679 1.8385
H: -1.6852 -0.2759 2.2428
H: -2.1274 1.0221 1.1471
H: -2.0970 0.0440 -2.1573
H: -0.5313 -0.5525 -2.2227
H: -0.9043 1.0227 -1.3674
O: 2.6860 -0.1677 -1.9047
H: 2.6233 0.5148 -1.2459
H: 1.7418 -0.2573 -2.1377
O: 0.8037 1.3948 -3.1653
H: 0.5329 1.0712 -4.0313
H: 1.3506 2.1721 -3.3063